{
  "formula": "C14H15N3O2",
  "method": "wB97M-V/def2-TZVPD",
  "species": ["O", "N", "O", "C", "C", "C", "C", "N", "C", "C", "C", "C", "C", "C", "N", "C", "C", "C", "C", "H", "H", "H", "H", "H", "H", "H", "H", "H", "H", "H", "H", "H", "H", "H"],
  "positions_angstrom": [[-5.2138, -0.1563, -0.2271], [-4.5107, 0.8076, 0.0352], [-4.9658, 1.8980, 0.3466], [-3.0997, 0.6870, -0.0388], [-2.3729, 1.8651, -0.1170], [-1.0030, 1.8714, -0.2536], [-0.2608, 0.6868, -0.3267], [1.0733, 0.7186, -0.5445], [1.8522, -0.3612, -1.1082], [2.7947, -0.9592, -0.0654], [3.7103, 0.1349, 0.4744], [2.8691, 1.2985, 0.9882], [1.9198, 1.8054, -0.1048], [-0.9880, -0.5504, -0.1624], [-0.2758, -1.6839, -0.0630], [-0.8777, -2.8251, 0.1359], [-2.2657, -2.9463, 0.2500], [-3.0262, -1.8094, 0.1688], [-2.4078, -0.5562, -0.0323], [-2.9168, 2.7980, -0.1079], [-0.5136, 2.8247, -0.3671], [2.4462, 0.0623, -1.9292], [1.1890, -1.1246, -1.5051], [2.1944, -1.3838, 0.7394], [3.3798, -1.7596, -0.5184], [4.3687, 0.4869, -0.3238], [4.3373, -0.2557, 1.2772], [2.2738, 0.9683, 1.8418], [3.5093, 2.1192, 1.3151], [2.5027, 2.1777, -0.9559], [1.3268, 2.6241, 0.2964], [-0.2290, -3.6883, 0.2139], [-2.7212, -3.9109, 0.4090], [-4.0989, -1.8637, 0.2592]],
  "forces_ev_per_a": [[-0.08, -0.07, -0.05], [-0.82, 0.30, 0.11], [-0.15, 0.00, 0.01], [1.38, 0.38, -0.10], [-0.63, -0.42, 0.09], [0.40, -0.17, 0.02], [-0.39, 0.44, -0.13], [0.00, -0.03, 0.00], [0.18, -0.63, -0.11], [0.10, 0.17, -0.22], [-0.16, -0.10, 0.20], [0.13, 0.08, -0.25], [0.12, 0.28, 0.41], [-0.60, 0.07, 0.05], [0.18, -0.32, 0.21], [0.16, -0.01, -0.04], [-0.20, 0.36, -0.03], [0.03, -0.51, 0.04], [-0.01, 0.15, -0.07], [0.01, 0.00, 0.00], [0.05, 0.03, -0.04], [-0.02, 0.00, 0.00], [0.22, 0.21, -0.09], [-0.02, -0.05, -0.01], [0.02, -0.08, -0.02], [0.08, 0.02, -0.02], [0.08, 0.02, -0.03], [-0.04, 0.05, 0.06], [-0.01, 0.05, 0.06], [-0.05, 0.06, 0.02], [0.02, -0.04, -0.11], [-0.02, -0.15, 0.03], [-0.05, -0.08, 0.02], [0.08, 0.00, 0.00]],
  "nbo_charge": [-0.41, 0.52, -0.40, 0.01, -0.13, -0.30, 0.25, -0.40, -0.21, -0.41, -0.40, -0.40, -0.21, 0.17, -0.45, 0.05, -0.24, -0.15, -0.09, 0.25, 0.22, 0.18, 0.24, 0.22, 0.21, 0.19, 0.21, 0.20, 0.21, 0.19, 0.21, 0.19, 0.22, 0.25],
  "smiles": "O=[N+]([O-])c1ccc(N2CCCCC2)c2ncccc12",
  "multiplicity": 1,
  "max_force_ev_per_a": 1.44,
  "lumo_ev": -0.51
}